# 1
C13H25N5OPrS7Sb as an isolated structure at a distorted geometry. Source: OMol25; level of theory: ωB97M-V/def2-TZVPD.

Last column: Löwdin spin population.
Positions of all 53 atoms, in Å:
Pr1 9.83164 10.41253 9.31774  2.052
C1 9.30534 10.74369 5.36344  0.000
C2 10.02730 12.02994 5.59570  0.000
S1 9.90391 12.69963 7.27666  0.000
C3 8.19629 13.37206 7.37615  0.000
C4 7.68656 13.48108 8.76321  0.000
S2 7.31268 11.99232 9.71289  -0.004
C5 6.12860 11.05083 8.65930  0.000
C6 6.13483 9.57273 8.97352  0.000
S3 7.59224 8.57480 8.61889  0.013
C7 7.47897 8.46097 6.83150  0.007
C8 8.79673 8.15560 6.16702  0.000
S4 10.05149 9.43505 6.32574  -0.001
H1 9.48459 10.45877 4.31134  0.000
H2 8.23969 10.83491 5.60355  0.000
H3 9.69443 12.85614 4.94120  0.000
H4 11.11970 11.97713 5.43679  0.000
H5 7.54114 12.82090 6.70924  0.000
H6 8.29309 14.38394 6.93719  0.000
H7 6.73859 14.02044 8.81382  0.000
H8 8.46950 13.91938 9.38616  0.000
H9 6.43490 11.29442 7.63933  0.000
H10 5.15437 11.45670 8.89414  0.000
H11 5.31146 9.05513 8.43547  0.000
H12 6.06373 9.39468 10.06903  0.000
H13 7.02910 9.34210 6.36924  0.000
H14 6.79676 7.60865 6.68973  0.000
H15 8.67222 8.00782 5.07610  0.000
H16 9.28910 7.27198 6.59063  0.000
S5 8.32125 9.32588 11.41626  0.170
Sb1 9.50854 10.93129 12.98967  0.255
S6 11.59917 10.20067 13.94282  0.366
S7 9.95475 12.59284 11.21842  0.097
O1 11.54483 8.85693 9.61886  -0.007
N1 11.07372 7.65714 9.30534  0.000
C9 11.70992 6.78595 10.09746  0.002
C10 12.94215 7.09343 10.74917  0.001
N2 13.89483 7.53969 11.29320  0.001
C11 10.91825 5.71151 10.55293  0.000
N3 10.27950 4.87386 11.04803  0.001
N4 14.65578 10.25527 12.37236  0.013
C12 14.06735 11.20744 11.37859  0.001
C13 13.06314 10.42836 10.56882  0.003
N5 12.31834 11.39043 9.76110  0.004
H17 15.56799 10.54933 12.77839  0.000
H18 14.74560 9.32660 11.92086  0.000
H19 13.90955 10.13088 13.12003  0.016
H20 14.91056 11.58586 10.75366  0.000
H21 13.63233 12.04432 11.91706  0.000
H22 12.32678 9.92892 11.25046  0.004
H23 13.55619 9.68771 9.94218  0.000
H24 12.72290 11.67523 8.86588  0.000
H25 11.99161 12.19050 10.34141  0.003

Forces on the atoms, in the same order (eV/Å):
0.25 0.07 0.99
0.09 -0.26 -0.87
0.50 1.55 0.10
-0.19 -0.11 0.62
0.55 0.63 -1.54
-0.62 -0.18 0.84
0.29 -1.17 -0.13
0.79 0.83 0.13
-0.54 -0.83 0.51
0.55 0.57 -0.19
-0.67 -0.73 -0.42
0.42 -0.35 -0.55
0.37 0.00 0.77
-0.59 0.18 0.28
0.22 0.00 -0.28
-0.04 -0.57 0.05
-0.45 -0.29 -0.02
-0.05 -0.25 -0.07
-0.24 -0.39 0.28
0.43 0.61 -0.26
-0.40 0.40 0.17
-0.46 -0.31 -0.14
-0.39 0.00 -0.32
0.25 0.43 0.54
-0.48 0.25 -0.70
-0.10 -0.01 0.28
0.15 0.30 -0.45
-0.09 -0.17 0.59
-0.25 0.04 -0.13
1.30 0.69 1.42
0.79 -0.43 -1.49
-1.27 0.29 -0.65
-0.04 -0.58 1.13
-0.81 -0.64 -2.26
1.26 0.20 2.73
-1.21 0.00 -1.22
2.71 2.35 2.15
-2.88 -1.72 -1.90
-0.83 -2.46 0.67
0.87 1.23 -0.83
-0.32 -0.28 0.96
1.46 0.15 -0.34
-0.30 1.11 0.47
-0.81 0.27 -0.61
-0.94 -0.23 -0.24
0.11 0.04 0.28
0.82 0.12 -0.48
-0.66 -0.22 0.35
-0.14 -0.05 0.12
1.04 0.41 -0.44
-0.13 0.11 0.16
0.29 -0.05 0.68
0.39 -0.54 -0.70

Output
multiplicity = 4
HOMO energy (alpha / beta) = -10.46 / -10.54 eV
energy relative to the best compared isomer or geometry (same formula, charge and spin) = 23.7 kcal per mole
total charge = +1
frontier orbital gap (alpha / beta) = 7.24 / 5.50 eV

---

# 2
A 7-piece molecular cluster, C13H25N7O10 overall at a distorted geometry. Source: OMol25; level of theory: ωB97M-V/def2-TZVPD.

Last column: Löwdin charge in e.
Positions of all 55 atoms, in Å:
C1 -3.19493 1.83685 2.10980  0.068
N1 -2.33793 2.18885 0.87980  -0.309
O1 -1.15693 2.40885 0.97980  0.028
O2 -2.98393 2.21085 -0.27620  0.015
H1 -4.31293 1.38185 2.05280  0.159
H2 -3.16493 2.76885 2.53480  0.054
H3 -2.55293 1.11985 2.64280  0.096
C2 0.79307 -0.44615 1.74580  0.055
N2 0.31607 -0.76315 0.37580  -0.342
O3 -0.81993 -0.44215 0.02480  0.005
O4 1.01107 -1.45015 -0.38920  0.084
H4 0.51207 0.44285 2.01980  0.015
H5 1.84907 -0.44215 1.97580  0.074
H6 0.32307 -1.20915 2.44780  0.143
C3 2.41007 -4.48915 0.21180  0.023
N3 2.53407 -4.50015 -1.22020  -0.410
O5 3.01907 -3.60415 -1.88620  0.091
O6 2.34007 -5.67715 -1.67920  0.009
H7 2.67607 -3.59015 0.66080  0.070
H8 3.02707 -5.30515 0.60380  0.120
H9 1.38907 -4.69115 0.24780  0.086
C4 5.81607 1.51985 2.90880  0.005
N4 4.71007 0.56185 2.70280  -0.382
O7 3.55907 1.02085 2.74280  0.016
O8 4.94107 -0.65915 2.43480  0.043
H10 6.81207 1.06085 3.26780  0.124
H11 5.60407 2.13285 3.78680  0.082
H12 5.97707 2.38185 2.12780  0.146
C5 -1.74993 0.55585 -3.00420  0.065
N5 -1.61893 1.48185 -4.15420  -0.385
O9 -1.47493 1.06885 -5.29220  0.060
O10 -1.77893 2.72585 -3.97920  0.014
H13 -0.87193 -0.14415 -3.07920  0.147
H14 -2.45193 -0.00915 -3.26020  0.015
H15 -2.07393 1.11185 -2.18920  0.052
C6 2.86407 2.27185 -1.69020  -0.134
C7 1.92507 2.85085 -2.58720  -0.136
C8 0.71907 3.05785 -1.83220  -0.097
N6 1.02207 2.66685 -0.45620  -0.062
C9 2.25007 2.16485 -0.30320  -0.162
H16 3.93907 1.75785 -1.90120  0.117
H17 2.06607 2.85785 -3.73620  0.121
H18 -0.26393 3.39985 -1.92820  0.058
H19 0.22707 2.51385 0.42580  0.147
H20 2.40107 1.62585 0.65280  0.071
C10 -5.65393 -1.69415 0.03780  -0.136
C11 -4.97493 -2.88915 0.47180  -0.107
C12 -3.48893 -2.50015 0.58580  -0.089
N7 -3.36193 -1.17915 0.14080  -0.011
C13 -4.62793 -0.65115 -0.12720  -0.140
H21 -6.71793 -1.73915 -0.06020  0.069
H22 -5.61493 -3.96915 0.78180  0.155
H23 -2.45893 -2.74015 0.95880  0.100
H24 -2.55193 -0.78315 0.10380  -0.025
H25 -4.77293 0.41885 -0.61320  0.126

Forces on the atoms, in the same order (eV/Å):
-0.48 -2.75 -0.85
-4.05 -1.16 -5.38
-1.85 -0.08 1.49
2.80 0.10 4.74
2.95 1.29 -0.95
-0.34 2.09 1.82
-0.31 0.40 0.04
0.69 -5.26 0.42
0.73 -1.88 -2.62
1.06 0.67 1.20
-0.47 1.29 2.00
-2.28 5.02 1.15
0.49 -0.60 -1.10
0.37 0.87 -1.07
0.49 -0.80 0.19
2.57 -3.25 -3.26
-1.01 -0.22 0.96
-0.23 2.89 0.62
0.36 1.75 0.40
-0.40 0.15 -0.22
-1.77 -0.48 1.26
2.70 1.87 0.95
-1.19 -2.43 -1.47
1.77 -0.47 0.18
-0.16 3.63 0.99
-1.73 0.06 -1.44
-0.80 -0.24 0.04
-0.65 -2.43 0.77
6.35 2.60 -0.71
-0.75 3.81 -1.67
0.26 -0.95 1.08
0.40 -2.70 0.76
-0.41 1.24 1.00
-6.32 -4.83 -2.27
0.52 0.86 1.81
1.73 -2.01 3.05
-1.23 -0.88 0.29
3.30 -1.36 2.74
-3.36 0.00 0.67
0.99 0.04 -3.86
-2.89 1.65 0.27
-0.40 0.40 2.34
-1.01 0.61 -0.95
3.34 1.10 -4.42
0.85 0.57 -1.00
4.19 0.10 0.56
2.02 -0.59 1.25
-2.06 0.83 -0.63
-9.87 -4.37 0.78
-1.71 0.27 -1.29
-0.25 0.78 -0.34
2.60 3.54 -0.98
-1.62 -1.33 -0.21
5.60 3.21 -0.43
0.50 -2.57 1.28

Output
HOMO energy = -7.39 eV
SMILES string = C[N+](=O)[O-].C[N+](=O)[O-].C[N+](=O)[O-].C[N+](=O)[O-].C[N+](=O)[O-].c1cc[nH]c1.c1cc[nH]c1
energy relative to the best compared isomer or geometry (same formula, charge and spin) = 173.2 kcal per mole
total charge = 0
frontier orbital gap = 6.03 eV

---

# 3
A 13-piece molecular cluster, C13H26Cl26 overall at a distorted geometry. Source: OMol25; level of theory: ωB97M-V/def2-TZVPD.

Last column: Löwdin charge in e.
Positions of all 65 atoms, in Å:
C1 -3.65284 3.49322 -1.21022  -0.921
Cl1 -1.94513 4.03267 -0.92581  0.481
Cl2 -3.82214 1.84352 -0.58582  0.471
H1 -4.25878 4.24022 -0.72632  0.029
H2 -3.69996 3.45923 -2.27153  -0.005
C2 -4.65874 -1.40641 1.77584  -0.951
Cl3 -3.95006 -0.57292 3.16022  0.509
Cl4 -3.51121 -1.28441 0.42292  0.494
H3 -4.67740 -2.49928 2.06430  0.054
H4 -5.56722 -0.95623 1.47724  0.015
C3 6.67138 3.14582 1.16263  -1.041
Cl5 6.84697 3.99949 2.71472  0.511
Cl6 6.74549 4.17212 -0.27311  0.530
H5 7.46522 2.37519 1.04215  0.045
H6 5.79777 2.58280 1.07634  -0.078
C4 -2.45453 3.36088 3.16299  -1.034
Cl7 -1.36207 3.62409 4.51559  0.507
Cl8 -4.10129 4.10626 3.45650  0.450
H7 -1.99286 3.76737 2.27388  -0.012
H8 -2.60280 2.31043 2.87566  -0.028
C5 -3.04171 -3.28913 -2.17239  -0.988
Cl9 -2.85873 -4.42372 -0.81565  0.493
Cl10 -2.28354 -3.93053 -3.71696  0.452
H9 -4.03002 -3.02534 -2.41574  0.007
H10 -2.52193 -2.38903 -1.81558  -0.043
C6 3.09789 4.38938 -0.71400  -0.955
Cl11 2.24302 3.86053 -2.21156  0.467
Cl12 3.10456 3.12590 0.52495  0.546
H11 4.10504 4.52750 -1.16219  -0.012
H12 2.63507 5.30240 -0.43769  0.017
C7 1.48214 -0.88329 -4.41540  -1.049
Cl13 1.79800 0.70141 -3.64619  0.477
Cl14 -0.16715 -1.16255 -4.73287  0.555
H13 1.99200 -1.02961 -5.39761  0.051
H14 1.85522 -1.61556 -3.72720  -0.011
C8 3.88182 -1.21508 0.58435  -1.030
Cl15 4.64639 -0.18038 1.82068  0.503
Cl16 3.33949 -0.35119 -0.86237  0.496
H15 4.76555 -1.91931 0.42758  0.051
H16 3.07222 -1.79625 1.01643  -0.086
C9 1.78144 -5.35628 -1.07402  -1.017
Cl17 2.14934 -3.63654 -1.22819  0.520
Cl18 2.85205 -6.34087 -2.05863  0.526
H17 2.04247 -5.65518 -0.08043  0.009
H18 0.74834 -5.58942 -1.24609  0.026
C10 0.42733 0.07056 5.80724  -1.028
Cl19 0.79317 -1.54319 6.29622  0.549
Cl20 -0.91156 0.10162 4.63131  0.466
H19 0.19735 0.73547 6.62723  0.032
H20 1.29113 0.47769 5.28605  0.029
C11 -3.63812 -0.10862 -5.17341  -1.036
Cl21 -3.33834 0.47628 -3.54843  0.496
Cl22 -5.36323 -0.45682 -5.44893  0.501
H21 -3.24561 0.65742 -5.83893  0.032
H22 -3.12614 -1.09111 -5.24648  -0.003
C12 -0.34163 -2.93053 2.27031  -1.050
Cl23 1.42127 -2.89903 2.43722  0.550
Cl24 -1.13769 -3.87877 3.49862  0.534
H23 -0.72312 -1.95264 2.46537  -0.042
H24 -0.55881 -3.32403 1.29393  -0.007
C13 0.09305 0.87939 -0.32730  -0.915
Cl25 -0.45980 1.15483 1.37803  0.488
Cl26 0.10147 -0.88972 -0.73924  0.456
H25 -0.59642 1.39383 -0.92146  -0.041
H26 1.15691 1.21545 -0.37870  -0.044

Forces on the atoms, in the same order (eV/Å):
1.69 -0.23 0.53
-0.22 0.05 0.06
-0.34 0.49 0.13
-0.48 -0.24 0.10
-0.59 0.01 -0.69
1.80 -1.80 0.62
-0.26 0.24 0.28
-0.11 0.08 -0.18
-0.48 1.38 -0.51
-0.91 0.22 -0.08
2.10 -0.63 -0.23
-0.20 -0.31 -0.67
0.06 0.29 0.09
-0.16 0.94 0.38
-1.77 -0.34 0.42
-0.70 -0.21 -0.58
-0.19 -0.16 -0.09
1.11 -0.46 -0.31
-0.17 0.71 0.00
-0.07 0.16 0.92
2.15 0.09 -0.02
-0.33 -0.11 -0.47
-0.46 0.49 1.12
-1.33 -0.21 -0.01
0.09 -0.35 -0.70
1.18 -1.02 -2.00
-0.40 -0.12 0.26
-0.07 0.56 -0.17
-0.52 0.05 1.20
-0.30 0.53 0.75
1.61 0.09 -0.73
0.01 -0.19 -0.51
-1.63 -0.19 -0.08
-0.03 0.71 0.98
0.05 -0.36 0.37
1.97 -1.33 0.17
-0.50 0.46 0.13
0.59 -0.31 0.41
-1.55 0.83 -0.74
-0.11 0.48 -0.09
0.74 -0.16 0.49
-0.31 0.03 -0.14
-0.02 -0.21 -0.57
-0.10 0.16 0.67
-0.37 0.19 -0.50
0.26 0.91 -0.95
0.12 -0.64 0.47
-0.07 -0.06 0.17
-0.29 -0.23 0.28
-0.04 -0.11 0.00
0.35 -1.05 0.05
-0.04 0.15 0.52
0.25 0.29 -0.11
-0.31 -0.35 -0.23
-0.21 0.87 -0.24
0.16 0.09 0.21
0.01 -0.11 0.25
-0.17 -0.75 0.39
0.05 0.78 -0.50
-0.23 0.02 -0.27
1.63 -1.10 1.64
0.37 -0.28 -0.66
-0.42 0.87 0.19
-0.74 0.59 -1.11
-1.14 -0.18 -0.15

Output
HOMO energy = -10.65 eV
energy relative to the best compared isomer or geometry (same formula, charge and spin) = 13.7 kcal per mole
total charge = 0
frontier orbital gap = 10.98 eV

---

# 4
A 7-piece molecular cluster, C13H26Cl8O3 overall at a distorted geometry. Source: OMol25; level of theory: ωB97M-V/def2-TZVPD.

Last column: Löwdin charge in e.
Positions of all 50 atoms, in Å:
C1 -3.87873 2.49632 -2.68244  -0.022
C2 -2.68869 1.63710 -2.31735  -0.515
C3 -1.73681 2.09741 -1.25408  -0.047
O1 -2.51556 0.57606 -2.88044  0.044
H1 -3.69241 3.14676 -3.53574  0.087
H2 -4.22070 3.11816 -1.85099  0.077
H3 -4.69625 1.82064 -2.93597  0.081
H4 -0.82550 1.51200 -1.35362  0.025
H5 -2.12771 2.12012 -0.23800  0.066
H6 -1.45435 3.12954 -1.50144  0.093
C4 0.25081 -4.37699 -0.72296  -0.017
C5 1.30136 -3.87768 -1.67423  -0.490
C6 2.04563 -4.84966 -2.54761  -0.018
O2 1.57698 -2.69583 -1.71892  0.021
H7 -0.31803 -5.21110 -1.14246  0.083
H8 -0.45264 -3.61077 -0.41087  0.075
H9 0.75964 -4.77785 0.15945  0.096
H10 1.73900 -5.87857 -2.33779  0.076
H11 3.12746 -4.77532 -2.49117  0.086
H12 1.76835 -4.67471 -3.59063  0.091
C7 1.89871 3.33607 2.91570  -0.030
C8 0.52366 3.30256 3.53653  -0.498
C9 -0.70917 2.97159 2.72021  -0.032
O3 0.43207 3.57403 4.71743  0.054
H13 2.19019 2.30667 2.70657  0.038
H14 2.56066 3.86403 3.59096  0.080
H15 1.86562 3.88002 1.96562  0.086
H16 -1.41926 2.34618 3.25292  0.083
H17 -0.42203 2.44804 1.80018  0.043
H18 -1.20278 3.86899 2.34079  0.088
Cl1 1.10258 -0.25314 2.43024  0.555
C10 0.82206 -0.58522 0.70364  -0.964
Cl2 1.49729 0.70775 -0.28739  0.567
H19 1.38661 -1.48242 0.48638  0.005
H20 -0.23386 -0.63967 0.47720  -0.038
Cl3 3.83208 -3.18919 4.92525  0.515
C11 4.07048 -1.54359 4.36243  -1.049
Cl4 4.74494 -1.44608 2.72592  0.490
H21 3.10749 -1.04847 4.30091  -0.025
H22 4.71065 -1.01690 5.05964  0.027
Cl5 -2.82333 -0.80156 0.88410  0.522
C12 -4.48582 -0.25822 0.50282  -0.993
Cl6 -5.63651 -0.91459 1.68398  0.517
H23 -4.50085 0.82039 0.60012  0.016
H24 -4.67911 -0.56225 -0.51810  0.030
Cl7 0.63025 -0.73568 -4.30611  0.524
C13 1.65721 0.67868 -4.12330  -1.009
Cl8 0.63010 2.08689 -4.44528  0.494
H25 2.04669 0.70768 -3.11186  -0.014
H26 2.44157 0.65181 -4.87020  0.025

Forces on the atoms, in the same order (eV/Å):
-0.50 -0.12 0.44
-0.21 -0.63 -0.15
0.64 0.77 -0.67
-0.10 0.29 0.15
0.22 -0.06 -0.03
0.20 0.06 -0.02
0.04 0.06 -0.20
-0.15 -0.16 0.36
-0.16 -0.24 -0.03
-0.08 0.02 0.15
-0.23 -0.68 -0.02
0.38 0.95 0.05
-0.56 -0.93 -0.30
-0.04 -0.15 0.13
0.08 0.04 -0.05
0.18 0.24 -0.06
0.01 0.04 0.01
0.18 0.06 0.07
0.01 0.26 0.23
-0.01 0.21 0.05
-0.70 0.21 -0.67
-0.02 0.52 1.01
0.47 -0.37 -1.09
-0.36 -0.21 -0.24
0.29 0.09 -0.01
0.19 -0.25 0.12
0.04 -0.18 -0.04
0.02 0.16 0.27
0.07 -0.13 0.16
0.02 0.21 0.43
-0.37 -0.04 0.03
0.64 0.03 0.12
0.17 0.21 -0.11
-0.28 -0.10 -0.24
-0.02 -0.15 0.18
0.02 -0.17 0.01
-0.32 0.47 -0.19
0.15 -0.09 0.11
-0.04 -0.12 0.13
0.17 -0.09 -0.09
-0.23 0.09 -0.03
0.47 0.04 0.42
0.07 0.05 -0.47
-0.01 0.02 -0.03
-0.32 -0.20 0.10
0.15 -0.53 0.04
-0.42 -0.09 -0.22
0.27 0.52 0.16
-0.06 0.09 -0.03
0.02 0.01 0.05

Output
HOMO energy = -9.48 eV
SMILES string = CC(C)=O.CC(C)=O.CC(C)=O.ClCCl.ClCCl.ClCCl.ClCCl
energy relative to the best compared isomer or geometry (same formula, charge and spin) = 7.3 kcal per mole
total charge = 0
frontier orbital gap = 9.89 eV